Below is C7H17N2 as an isolated structure, with properties calculated with ωB97M-V/def2-TZVPD.

Its energy above the lowest of the compared OMol25 structures with the same formula, charge and spin is 3.396 eV. The orbital gap is 8.8 eV. As for the max |F|: 5.09 eV/Å. As for the charge: +1.

```
26
C7H17N2, DFT ωB97M-V/def2-TZVPD
C -0.543 1.661 0.185
C -0.272 0.282 0.799
C -0.878 -0.204 -1.087
C 0.106 -0.997 -1.890
C -2.364 -0.468 -1.052
C 0.905 -0.997 2.350
C 2.195 0.290 0.826
N 0.932 -0.350 0.990
N -0.451 1.262 -1.217
H -1.535 1.964 0.510
H 0.193 2.388 0.441
H -1.076 -0.197 1.265
H -0.414 -1.795 -2.390
H 0.743 -1.565 -1.154
H 0.586 -0.493 -2.773
H -2.720 0.446 -0.539
H -2.393 -1.406 -0.454
H -2.735 -0.564 -2.053
H -0.025 -1.499 2.356
H 1.707 -1.618 2.574
H 0.924 -0.324 3.144
H 2.386 0.869 1.730
H 2.851 -0.621 0.867
H 2.273 0.791 -0.132
H -0.927 1.843 -1.929
H 0.536 1.301 -1.369
```

Below is a 3-piece molecular cluster, C26H43BrN2O8P2S2 overall, with properties calculated with ωB97M-V/def2-TZVPD.

The orbital gap is 7.8 eV. As for the max |F|: 3.33 eV/Å. The SMILES is C[C@H](O)CON1c2cccc(N)c2Sc2c(P(O)O)cc(P(O)(O)=S)c(C[C@H](C)Br)c21.CCOCC.CCOCC.

```
84
C26H43BrN2O8P2S2, DFT ωB97M-V/def2-TZVPD
C 4.704 -0.165 5.074
C 4.298 -0.395 3.579
O 5.259 0.325 2.761
C 2.864 0.161 3.197
O 1.837 -0.844 3.087
N 1.458 -1.106 1.783
C 2.542 -1.545 0.932
C 3.023 -2.918 1.164
C 4.095 -3.539 0.408
C 4.767 -2.758 -0.624
C 4.319 -1.376 -0.865
N 5.020 -0.676 -1.929
C 3.217 -0.771 -0.102
S 2.671 0.937 -0.466
C 0.972 0.912 0.223
C 0.071 1.953 -0.304
P 0.676 3.205 -1.585
O -0.467 4.469 -1.464
O 2.103 3.931 -1.018
C -1.299 1.951 0.179
C -1.746 0.938 1.166
P -3.545 1.050 1.628
O -4.204 -0.497 1.558
O -4.294 1.881 0.364
S -3.880 1.945 3.300
C -0.801 -0.081 1.694
C -1.233 -1.184 2.728
C -1.645 -0.625 4.154
C -0.676 -1.150 5.308
Br -3.449 -1.348 4.646
C 0.608 -0.091 1.211
H 4.648 0.901 5.412
H 5.789 -0.467 5.156
H 4.160 -0.866 5.773
H 4.400 -1.471 3.272
H 5.074 1.281 2.832
H 2.975 0.829 2.306
H 2.551 0.836 4.051
H 2.525 -3.520 1.968
H 4.364 -4.591 0.649
H 5.586 -3.223 -1.227
H 4.980 -1.330 -2.717
H 4.533 0.195 -2.150
H -0.102 5.048 -0.766
H 2.116 3.961 -0.040
H -2.000 2.723 -0.215
H -3.693 -0.939 0.847
H -4.036 1.361 -0.429
H -0.434 -1.951 2.893
H -2.122 -1.759 2.340
H -1.673 0.491 4.172
H -1.300 -1.148 6.246
H -0.391 -2.217 5.119
H 0.195 -0.469 5.469
C 4.991 1.905 -6.352
C 3.563 1.396 -6.260
O 3.088 1.270 -4.929
C 3.059 2.461 -4.155
C 2.178 3.552 -4.740
H 5.667 1.250 -5.798
H 5.314 1.941 -7.395
H 5.094 2.909 -5.937
H 3.514 0.397 -6.699
H 2.882 2.023 -6.846
H 4.079 2.827 -3.989
H 2.670 2.179 -3.176
H 2.532 3.880 -5.720
H 2.163 4.423 -4.083
H 1.155 3.191 -4.867
C -8.609 -2.226 -2.472
C -7.661 -3.087 -1.656
O -6.616 -2.354 -1.037
C -7.013 -1.346 -0.117
C -7.815 -1.875 1.058
H -8.061 -1.677 -3.241
H -9.364 -2.849 -2.957
H -9.129 -1.493 -1.854
H -7.178 -3.808 -2.319
H -8.206 -3.674 -0.908
H -7.556 -0.550 -0.639
H -6.094 -0.894 0.260
H -8.755 -2.330 0.739
H -8.055 -1.066 1.750
H -7.248 -2.640 1.594
```